The molecule C18H19N3O6S in a non-equilibrium geometry, computed with wB97M-V/def2-TZVPD.

The geometry in XYZ format:
```
47
Properties=species:S:1:pos:R:3:nbo_charge:R:1
O -2.95276 -0.45632 2.40084 -0.5836
C -1.79711 -0.45077 2.75264 0.6538
C -1.31157 -1.31677 3.93280 -0.1657
O -0.46238 -2.38970 3.53155 -0.4900
C 0.83839 -2.13505 3.35311 0.7856
O 1.31630 -1.02762 3.43607 -0.5970
C 1.61228 -3.36766 3.04646 0.0496
C 1.05321 -4.63681 3.18381 -0.1964
C 1.84551 -5.73450 2.88785 -0.1761
C 3.15010 -5.52532 2.47078 -0.2260
C 3.60738 -4.21612 2.36619 0.0387
N 2.86322 -3.16721 2.64558 -0.3627
N -0.79767 0.29056 2.21525 -0.6186
C -0.85358 1.17386 1.13893 0.1653
C -2.03949 1.49211 0.47722 -0.1974
C -2.01251 2.38012 -0.58316 -0.1946
C -0.81611 2.94400 -0.98267 -0.3645
S -0.78295 4.05510 -2.39065 2.3372
O -2.08248 4.64052 -2.53068 -0.9397
O 0.36671 4.90064 -2.26334 -0.9415
N -0.53542 3.12850 -3.74756 -0.6760
C -1.61875 2.31016 -4.23764 -0.2600
C -1.46972 0.85797 -3.76993 -0.0882
O -0.19655 0.34591 -4.10313 -0.5256
C 0.83686 1.10680 -3.51502 -0.0878
C 0.77457 2.56744 -3.97573 -0.2600
C 0.36355 2.64892 -0.32368 -0.1726
C 0.34759 1.76390 0.73603 -0.2457
H -2.18118 -1.78929 4.39239 0.2251
H -0.78792 -0.68365 4.65863 0.2106
H 0.03317 -4.74909 3.51311 0.2375
H 1.45014 -6.73521 2.98237 0.2240
H 3.79847 -6.35371 2.23215 0.2252
H 4.61639 -3.99827 2.04309 0.1994
H 0.13025 0.16785 2.62358 0.4389
H -2.96649 1.04676 0.79759 0.2525
H -2.91808 2.65689 -1.09941 0.2410
H -2.54746 2.75369 -3.88143 0.2384
H -1.59997 2.34099 -5.33310 0.2043
H -2.19257 0.21469 -4.27418 0.1986
H -1.62157 0.79364 -2.68131 0.1696
H 1.77084 0.64120 -3.83391 0.1979
H 0.75844 1.05296 -2.41792 0.1685
H 1.49161 3.18895 -3.44118 0.2380
H 0.98376 2.61643 -5.05052 0.2044
H 1.27470 3.13024 -0.64184 0.2418
H 1.26089 1.52229 1.25996 0.2241
```

highest occupied orbital energy: -8.722 eV
LUMO energy: -0.32 eV
total charge: 0
DFT total energy: -1711.223170 Eh
molar mass: 405.432 g/mol